# 1
A molecular structure, C14H14BrClNO4Pd. Source: OMol25; level of theory: wB97M-V/def2-TZVPD.

Computed properties:
E_LUMO in eV: -3.33
2S+1: 1
ΔE to the lowest compared entry with this formula, charge and spin in kJ/mol: 0.0
Charge: +1
Calculated total energy in a.u.: -4059.49261

Last column: Mulliken charge in e.
Atoms and positions in Å:
Pd1 0.02054 0.11766 0.02117  0.928
O1 -1.05907 -1.58478 5.83364  -0.490
C1 -0.79905 -1.17957 4.59102  0.948
C2 -0.25696 0.06744 4.27760  -0.655
C3 -0.03320 0.36969 2.95790  -0.532
N1 -0.30909 -0.47708 1.95210  0.021
C4 -0.83243 -1.66730 2.26789  0.101
Br1 -1.22214 -2.83879 0.85088  -0.052
C5 -1.09145 -2.06665 3.55693  -0.544
H1 -0.83231 -0.90921 6.48485  0.316
H2 -0.01643 0.79019 5.04525  0.367
H3 0.38392 1.32506 2.67062  0.517
H4 -1.51384 -3.03681 3.77002  0.499
Cl1 -2.90079 3.58209 -5.58812  -0.193
C6 -1.94854 2.72605 -4.42720  0.008
C7 -0.63138 2.34998 -4.75668  -0.418
C8 0.15250 1.67285 -3.86522  -0.700
C9 -0.32946 1.32779 -2.58287  0.939
O2 0.47382 0.68041 -1.78792  -0.689
C10 -1.66114 1.70466 -2.25619  0.262
C11 -2.28209 1.42479 -1.01680  0.162
O3 -1.81847 0.83440 -0.01322  -0.716
C12 -2.45134 2.40975 -3.20532  -0.839
H5 -0.24309 2.60664 -5.73349  0.426
H6 1.16273 1.38573 -4.12143  0.429
H7 -3.31004 1.77744 -0.89648  0.441
H8 -3.46303 2.69235 -2.94394  0.388
C13 3.81293 -2.12381 -0.17383  -1.284
C14 2.34229 -1.94703 0.10736  -0.037
O4 1.98785 -0.53481 0.01723  -0.573
H9 4.07735 -3.17672 -0.07795  0.383
H10 4.41741 -1.55087 0.52796  0.323
H11 4.05974 -1.81509 -1.19144  0.382
H12 2.08689 -2.23667 1.12535  0.272
H13 1.71886 -2.50958 -0.58754  0.259
H14 2.30851 -0.19021 -0.83215  0.350

***

# 2
C14H14ClN5O2 in the gas phase at a distorted geometry. Source: OMol25; level of theory: wB97M-V/def2-TZVPD.

Computed properties:
E_LUMO in eV: -0.14
2S+1: 1
Structure (SMILES): O=c1c(Cl)c(NCCCO)cnn1-c1nc2ccccc2[nH]1
ΔE to the lowest compared entry with this formula, charge and spin in kJ/mol: 4.0
Calculated total energy in a.u.: -1426.35649

Last column: Mulliken charge in e.
Atoms and positions in Å:
O1 -1.13853 -2.69739 -0.17467  -0.827
C1 -0.43917 -1.71495 0.03238  0.504
C2 0.98271 -1.72901 0.15699  0.105
C3 1.74506 -0.59741 0.39158  0.910
N1 3.08252 -0.67093 0.50499  -0.172
H1 3.46512 -1.60547 0.43648  0.229
C4 4.02528 0.40159 0.68368  -0.572
C5 5.19345 0.25110 -0.29107  -0.403
H2 4.81053 0.24786 -1.31527  0.345
C6 6.21179 1.38408 -0.12867  -0.586
O2 7.34666 1.20616 -0.93511  -0.517
H3 7.07927 1.19117 -1.86102  0.318
H4 5.73024 2.35015 -0.34068  0.307
H5 6.58663 1.40516 0.89751  0.318
H6 5.70028 -0.70038 -0.11662  0.270
H7 3.52860 1.35674 0.51077  0.249
H8 4.40703 0.39630 1.71318  0.205
C7 0.98831 0.61392 0.50718  -0.565
N2 -0.29028 0.66680 0.39832  -1.162
N3 -0.99821 -0.42557 0.16908  0.841
C8 -2.37405 -0.21390 0.07295  0.334
N4 -2.92547 0.96290 0.17898  -0.716
C9 -4.26728 0.73839 0.02924  0.418
C10 -5.33608 1.62881 0.05145  -0.619
C11 -6.60097 1.11257 -0.13035  -0.439
C12 -6.81764 -0.25358 -0.33051  -0.464
C13 -5.77392 -1.15631 -0.35681  -0.856
C14 -4.49897 -0.64588 -0.17502  0.528
N5 -3.25979 -1.22764 -0.14076  0.093
H9 -2.98194 -2.19578 -0.24871  0.203
H10 -5.94029 -2.21136 -0.51186  0.409
H11 -7.82786 -0.60916 -0.46884  0.371
H12 -7.45251 1.77678 -0.11876  0.366
H13 -5.16559 2.68157 0.20643  0.431
H14 1.46072 1.56181 0.70450  0.377
Cl1 1.74436 -3.27914 -0.00097  -0.235